# 1
3 unconnected molecules or ions with the total composition C3H10N3O, computed with wB97M-V/def2-TZVPD.

Output
- Gap between HOMO and LUMO: 10.11 eV
- ΔE to the lowest compared entry with this formula, charge and spin: 4.296 eV
- HOMO: -13.5 eV
- Total charge: +1

XYZ file:
```
17
Properties=species:S:1:pos:R:3:forces:R:3:mulliken_charge:R:1
C -0.89953 0.31458 0.30210 0.9 -5.0 -1.4 0.567
C 0.77154 -1.04183 0.27148 1.7 -0.2 0.1 0.262
C -2.15596 -0.38547 -0.23788 0.6 -0.1 2.0 -1.373
N -0.56877 1.39263 0.70102 -0.3 4.5 1.3 -0.417
N 0.15013 -2.18862 0.11908 2.4 -3.1 -0.3 -0.264
N 1.87451 1.53212 -0.27266 0.6 1.8 2.9 -0.566
O 2.04641 -0.98011 0.38987 -4.4 1.0 0.0 -0.654
H -2.92801 0.36547 -0.39385 -0.1 -0.1 0.0 0.368
H -2.52473 -1.18109 0.51600 0.6 1.3 -1.3 0.361
H -1.87958 -0.83056 -1.18297 -0.2 -0.2 -0.3 0.416
H 2.63183 2.16920 0.18206 -1.6 -1.8 -0.8 0.381
H 0.88594 1.64732 0.35261 1.2 0.7 -1.8 0.505
H 0.68826 -3.15464 -0.04355 -1.4 3.1 0.6 0.311
H -0.73784 -2.12040 -0.26776 -1.7 -0.5 -0.4 0.186
H 1.92977 1.73133 -1.27369 -0.6 -0.4 0.3 0.300
H -1.22407 2.22963 0.79386 0.7 -1.6 -0.1 0.256
H 1.94008 0.50043 0.04428 1.7 0.6 -0.8 0.362
```
Forces are in eV/Å.

---

# 2
A single C3H10N3O2P molecule, computed with wB97M-V/def2-TZVPD.

Output
- Gap between HOMO and LUMO: 9.58 eV
- ΔE to the lowest compared entry with this formula, charge and spin: 2.671 eV
- HOMO: -8.9 eV
- SMILES string: N[C@@H](P)C(N)(N)C(=O)O

XYZ file:
```
19
Properties=species:S:1:pos:R:3:forces:R:3:mulliken_charge:R:1
N -1.26079 -0.30650 1.17853 -0.7 -1.8 2.8 -0.522
C -0.81172 0.27336 -0.01285 3.3 1.8 1.2 -0.478
P -0.03163 1.98122 0.33158 0.5 -0.8 -0.1 -0.080
C 0.43926 -0.47289 -0.54731 -0.7 -2.7 2.1 0.506
N 1.18219 0.34122 -1.42496 2.6 0.1 -2.1 -0.538
N 1.23436 -0.93090 0.69794 -1.2 1.1 -1.6 -0.614
C -0.22090 -1.77228 -1.16912 -1.2 -0.7 0.7 0.210
O -0.26619 -2.05415 -2.32588 1.1 0.5 -1.0 -0.545
O -1.00317 -2.53954 -0.33568 0.8 1.2 0.1 -0.547
H -2.20131 -0.27127 1.58074 0.5 0.6 -0.9 0.205
H -0.55088 -0.41628 1.93272 -0.8 0.2 -1.2 0.285
H -1.49816 0.30847 -0.77732 -2.0 0.2 -1.5 0.534
H -0.24486 2.51942 -0.93377 -0.3 0.6 -0.1 0.020
H -1.18339 2.32639 0.98233 -1.0 0.9 0.3 0.000
H 1.03455 0.27361 -2.48200 -0.2 -0.3 2.2 0.250
H 2.21393 0.17190 -1.26675 -1.7 0.3 -0.4 0.246
H 1.71169 -1.73842 0.38372 1.0 -0.8 0.2 0.253
H 1.85565 -0.23821 1.12812 -0.3 -0.2 -0.7 0.292
H -1.23688 -1.94799 0.42719 0.3 -0.3 0.2 0.522
```
Forces are in eV/Å.

---

# 3
2 unconnected molecules or ions with the total composition C3H10N4, computed with wB97M-V/def2-TZVPD.

Output
- Gap between HOMO and LUMO: 8.30 eV
- ΔE to the lowest compared entry with this formula, charge and spin: 1.010 eV
- HOMO: -7.3 eV
- SMILES string: [H]/N=C\N.N/C=C\N

XYZ file:
```
17
Properties=species:S:1:pos:R:3:forces:R:3:mulliken_charge:R:1
H 2.70034 0.82962 0.57568 0.0 0.1 -0.1 0.180
N 1.80519 0.85059 1.06190 0.5 0.2 0.7 -0.664
C 0.88555 1.45237 0.43170 -0.5 -1.1 -0.4 0.058
N 0.92849 1.97725 -0.81922 0.7 0.6 -0.4 -0.462
H -0.11849 1.38206 0.85200 0.0 0.5 0.1 0.459
H 0.07855 2.15479 -1.31267 -0.2 0.0 0.0 0.233
H 1.75180 1.82594 -1.39137 -0.3 0.1 0.2 0.191
N -2.05596 -0.33661 0.58490 1.6 -1.0 1.2 -0.486
C -1.40671 -0.67365 -0.61787 0.3 -0.7 -0.1 -0.606
C -0.22330 -1.30649 -0.59949 -0.7 -0.1 0.1 -0.010
N 0.37338 -1.72448 0.61086 0.2 1.2 1.3 -0.723
H -3.06098 -0.29944 0.47780 0.2 -0.3 0.5 0.225
H -1.63686 -0.99616 1.34314 -1.9 1.5 -1.5 0.264
H -1.94416 -0.52443 -1.54451 0.1 0.2 0.0 0.387
H 0.19165 -1.71966 -1.50607 0.1 0.2 -0.1 0.360
H 0.37202 -0.96914 1.36540 0.1 -1.3 -1.5 0.302
H 1.35950 -1.92255 0.48780 -0.2 -0.1 0.0 0.293
```
Forces are in eV/Å.